[1]
Formula: C3H11NS2
Source: the Open Molecules 2025 dataset
Level of theory: wB97M-V/def2-TZVPD

The total charge is -1. Its multiplicity is 2. As for the expectation value of S²: 0.75. The value obtained for the energy above the lowest of the compared OMol25 structures with the same formula, charge and spin is 0.761 eV. As for the highest occupied orbital energy (spin up / spin down): 0.45 / -3.54 eV. The orbital gap (spin up / spin down) comes out at 3.0291 / 6.9873 eV.

CARTESIAN COORDINATES (ANGSTROEM)
C -0.803 0.239 2.829
S 0.253 0.300 1.372
S 0.272 2.423 1.070
H -1.749 0.752 2.732
H -0.967 -0.821 2.998
H -0.252 0.579 3.694
H 0.617 2.818 2.310
C 0.377 -1.322 -3.530
C 0.026 -2.339 -2.436
N -0.742 -1.660 -1.361
H -0.494 -1.132 -4.147
H 1.093 -1.795 -4.187
H 0.783 -0.427 -3.073
H 0.931 -2.748 -1.983
H -0.535 -3.164 -2.914
H -0.683 -2.229 -0.511
H -1.725 -1.748 -1.626

Löwdin atomic charge list, values in e, 5 entries: number 1, C, carries -0.587; number 2, S, carries 0.032; number 3, S, carries -0.114; number 4, H, carries 0.010; number 5, H, carries -0.009

[2]
Formula: C13H42N6O13
Source: the Open Molecules 2025 dataset
Level of theory: wB97M-V/def2-TZVPD

The total charge is 0. The value obtained for the energy above the lowest of the compared OMol25 structures with the same formula, charge and spin is 0.146 eV. The structure (SMILES) is NC(N)=O.NC(N)=O.NC(N)=O.OCCO.OCCO.OCCO.OCCO.OCCO. As for the highest occupied orbital energy: -9.84 eV. The orbital gap comes out at 10.2593 eV.

CARTESIAN COORDINATES (ANGSTROEM)
N -0.542 -0.535 18.024
C -0.171 -0.067 16.766
N 0.698 0.990 16.724
O -0.542 -0.557 15.708
H -1.186 -1.311 18.035
H -0.114 -0.307 18.903
H 1.150 1.063 15.838
H 1.279 1.009 17.569
N 4.345 -0.039 19.113
C 3.067 -0.587 19.110
N 3.052 -1.987 19.014
O 2.060 0.064 19.316
H 5.108 -0.552 18.643
H 4.378 0.990 19.045
H 3.537 -2.434 18.253
H 2.094 -2.272 19.094
N -1.690 -3.937 21.586
C -0.636 -4.371 20.946
N -0.599 -5.743 20.798
O 0.247 -3.661 20.504
H -2.407 -4.429 22.113
H -1.836 -2.987 21.506
H 0.354 -6.148 20.720
H -1.318 -6.327 21.246
O 2.719 -4.659 21.033
C 3.931 -5.140 20.380
C 3.710 -6.583 19.809
O 3.179 -7.385 20.833
H 2.071 -4.308 20.349
H 4.368 -4.449 19.660
H 4.657 -5.325 21.164
H 4.683 -6.912 19.463
H 3.065 -6.562 18.942
H 2.793 -6.788 21.441
O -1.761 -7.171 23.263
C -3.104 -7.378 23.620
C -3.907 -7.085 22.425
O -3.777 -5.751 21.993
H -1.241 -7.881 23.656
H -3.306 -8.378 23.934
H -3.278 -6.660 24.472
H -4.965 -7.295 22.575
H -3.700 -7.746 21.599
H -3.851 -5.644 21.018
O 1.893 -2.771 14.396
C 1.535 -3.319 15.625
C 2.667 -4.138 16.266
O 3.885 -3.541 16.441
H 1.156 -2.191 14.227
H 1.226 -2.547 16.335
H 0.739 -4.050 15.468
H 2.758 -5.114 15.845
H 2.298 -4.324 17.271
H 4.187 -3.228 15.552
O -3.348 -1.913 14.096
C -2.705 -2.685 13.174
C -2.331 -4.005 13.687
O -3.520 -4.823 14.083
H -2.760 -1.440 14.731
H -3.355 -2.864 12.307
H -1.851 -2.205 12.756
H -1.794 -3.919 14.583
H -1.701 -4.572 12.975
H -4.239 -4.236 14.436
O -3.953 -5.611 19.344
C -3.304 -4.715 18.452
C -2.568 -5.507 17.404
O -3.487 -6.353 16.772
H -4.361 -6.355 18.873
H -4.096 -4.155 17.970
H -2.673 -4.102 19.050
H -1.858 -6.116 17.986
H -2.037 -4.936 16.633
H -3.710 -6.000 15.904

Löwdin atomic charge list, values in e, 5 entries: number 1, N, carries 0.171; number 2, C, carries -0.661; number 3, N, carries 0.158; number 4, O, carries -0.007; number 5, H, carries 0.093

[3]
Formula: C3H9NO2P
Source: the Open Molecules 2025 dataset
Level of theory: wB97M-V/def2-TZVPD

The total charge is -1. The value obtained for the energy above the lowest of the compared OMol25 structures with the same formula, charge and spin is 0.498 eV. The structure (SMILES) is CN(C)[P@@](C)(=O)[O-]. As for the highest occupied orbital energy: -3.95 eV. The orbital gap comes out at 7.9520 eV.

CARTESIAN COORDINATES (ANGSTROEM)
C -1.156 -0.291 -1.131
N -0.810 0.621 -0.122
C -0.011 1.764 -0.423
P -1.070 0.100 1.474
C 0.536 -1.316 1.800
O -0.864 1.225 2.390
O -2.239 -0.783 1.586
H -1.890 -1.039 -0.706
H -1.461 0.234 -2.115
H -0.266 -0.832 -1.593
H -0.225 2.609 0.234
H 1.124 1.514 -0.461
H -0.402 2.008 -1.427
H 0.805 -1.856 0.779
H 1.311 -0.715 2.147
H -0.078 -1.989 2.499

Löwdin atomic charge list, values in e, 5 entries: number 1, C, carries -0.205; number 2, N, carries -0.383; number 3, C, carries -0.153; number 4, P, carries 0.274; number 5, C, carries -0.168

[4]
Formula: C19H23BrClNTi
Source: the Open Molecules 2025 dataset
Level of theory: wB97M-V/def2-TZVPD

The total charge is +2. As for the highest occupied orbital energy: -14.49 eV. The orbital gap comes out at 6.4247 eV.

CARTESIAN COORDINATES (ANGSTROEM)
C -4.011 -0.008 -1.757
C -4.522 -0.290 -0.412
C -4.099 1.351 -2.299
C -3.616 -1.116 -2.632
Cl -0.573 0.857 -0.726
H -5.078 1.548 -2.773
H -3.333 1.526 -3.067
H -3.971 2.105 -1.510
H -5.607 -0.502 -0.412
H -4.365 0.564 0.263
H -4.029 -1.169 0.026
H -4.473 -1.535 -3.190
H -3.179 -1.944 -2.056
H -2.878 -0.791 -3.379
C 2.770 1.830 2.091
C 2.454 2.833 1.118
C 1.031 2.913 0.992
H 3.164 3.500 0.629
C 0.466 1.968 1.919
C 1.546 1.317 2.601
H 1.449 0.628 3.438
H 3.766 1.550 2.432
H 0.479 3.607 0.361
H -0.595 1.836 2.121
C 3.399 -0.324 -0.728
C 3.833 1.028 -0.578
C 3.001 1.859 -1.406
H 4.696 1.342 0.005
C 2.056 1.024 -2.071
C 2.298 -0.330 -1.659
H 1.807 -1.208 -2.072
H 3.875 -1.197 -0.283
H 3.107 2.927 -1.578
H 1.327 1.347 -2.808
Ti 1.563 0.823 0.200
Br -1.013 -2.591 4.418
C -0.048 -2.588 2.780
C 0.336 -3.776 2.170
C 1.044 -3.688 0.973
C 1.411 -2.437 0.480
N 1.064 -1.269 1.073
C 0.243 -1.369 2.161
H 0.068 -4.728 2.607
H 1.335 -4.566 0.402
H 1.983 -2.398 -0.443
H -0.179 -0.460 2.579

Löwdin atomic charge list, values in e, 5 entries: number 1, C, carries -0.204; number 2, C, carries 0.004; number 3, C, carries -0.002; number 4, C, carries 0.003; number 5, Cl, carries 0.181

[5]
Formula: C27H48Br6FNO5P
Source: the Open Molecules 2025 dataset
Level of theory: wB97M-V/def2-TZVPD

The total charge is -1. As for the highest occupied orbital energy: -4.69 eV. The orbital gap comes out at 6.8575 eV.

CARTESIAN COORDINATES (ANGSTROEM)
C 4.562 0.748 1.537
C 3.852 2.075 1.827
O 3.984 2.568 2.919
O 3.033 2.710 0.938
C 3.613 2.900 -0.361
C 2.562 2.970 -1.494
C 2.186 1.545 -2.060
C 1.050 0.991 -1.108
C 0.949 -0.559 -1.347
P -0.049 -1.508 -0.011
N -1.069 -2.252 1.241
F -0.729 0.032 0.524
C -1.528 -1.554 -1.277
C -2.910 -1.749 -0.644
O -3.489 -2.804 -0.506
C -3.678 -0.477 -0.190
C -3.907 -0.130 1.148
C -4.677 1.049 1.407
C -5.206 1.857 0.366
C -4.945 1.495 -1.019
C -4.193 0.330 -1.251
C 1.421 -1.146 1.198
C 1.613 -2.096 2.391
C 0.961 -1.623 3.718
O 3.062 -2.158 2.649
C 0.686 -3.155 -0.613
C -0.300 -4.335 -0.855
C 0.206 -5.568 -0.014
O -0.245 -4.773 -2.243
H 5.639 0.982 1.409
H 4.500 0.042 2.382
H 4.190 0.214 0.647
H 4.378 2.156 -0.650
H 4.135 3.883 -0.338
H 1.630 3.439 -1.131
H 2.977 3.621 -2.288
H 3.081 0.915 -1.876
H 1.879 1.580 -3.117
H 1.385 1.251 -0.096
H 0.124 1.495 -1.433
H 1.993 -0.905 -1.460
H 0.499 -0.661 -2.362
H -1.309 -1.628 1.996
H -0.809 -3.180 1.540
H -1.578 -0.517 -1.682
H -1.366 -2.190 -2.166
H -3.519 -0.741 1.966
H -4.918 1.382 2.424
H -5.823 2.736 0.570
H -5.345 2.099 -1.834
H -4.005 0.046 -2.294
H 2.398 -1.103 0.669
H 1.286 -0.126 1.620
H 1.337 -3.153 2.188
H 0.024 -1.055 3.600
H 1.685 -0.926 4.188
H 0.885 -2.498 4.392
H 3.144 -2.695 3.448
H 1.153 -2.940 -1.596
H 1.520 -3.535 0.012
H -1.340 -4.174 -0.532
H -0.388 -6.472 -0.240
H 0.024 -5.304 1.052
H 1.296 -5.705 -0.119
H 0.412 -5.477 -2.252
Br -4.524 4.206 -0.684
C -3.573 5.769 -1.374
C -4.014 6.111 -2.774
Br -3.245 4.889 -4.081
H -2.512 5.546 -1.303
H -3.816 6.581 -0.690
H -3.655 7.098 -3.061
H -5.092 6.071 -2.901
Br 1.081 -0.093 6.839
C 1.258 1.655 5.994
C -0.090 2.252 5.687
Br -0.888 1.425 4.117
H 1.875 1.521 5.108
H 1.796 2.266 6.717
H 0.006 3.307 5.434
H -0.799 2.142 6.503
Br 2.695 -1.711 -3.973
C 1.143 -2.567 -4.774
C 0.807 -1.957 -6.108
Br -0.078 -0.234 -5.900
H 0.333 -2.491 -4.051
H 1.422 -3.613 -4.890
H 0.094 -2.581 -6.645
H 1.680 -1.790 -6.733

Löwdin atomic charge list, values in e, 5 entries: number 1, C, carries 0.006; number 2, C, carries -0.506; number 3, O, carries 0.086; number 4, O, carries -0.018; number 5, C, carries -0.196

[6]
Formula: C7H16N
Source: the Open Molecules 2025 dataset
Level of theory: wB97M-V/def2-TZVPD

The total charge is +1. The value obtained for the energy above the lowest of the compared OMol25 structures with the same formula, charge and spin is 0.890 eV. The structure (SMILES) is C/C=C/CC[C@H](C)[NH3+]. As for the highest occupied orbital energy: -12.54 eV. The orbital gap comes out at 9.1746 eV.

CARTESIAN COORDINATES (ANGSTROEM)
C 1.448 0.941 -3.672
C 0.738 0.494 -2.447
C 1.051 -0.511 -1.645
C 0.158 -0.873 -0.485
C 0.283 0.084 0.724
C -0.951 0.189 1.586
C -0.632 0.827 2.938
N -1.486 -1.258 1.851
H 0.720 1.373 -4.358
H 2.176 1.734 -3.499
H 1.897 0.114 -4.221
H -0.165 1.055 -2.200
H 1.913 -1.143 -1.826
H -0.899 -0.861 -0.795
H 0.318 -1.904 -0.170
H 0.397 1.057 0.289
H 1.175 -0.122 1.311
H -1.778 0.632 1.038
H -0.775 0.161 3.776
H -1.350 1.603 3.214
H 0.387 1.175 2.957
H -1.350 -1.769 0.980
H -0.833 -1.670 2.468
H -2.442 -1.328 2.185

Löwdin atomic charge list, values in e, 5 entries: number 1, C, carries -0.088; number 2, C, carries -0.166; number 3, C, carries -0.114; number 4, C, carries -0.210; number 5, C, carries -0.162

E_tot (computed, Eh): -971.97997, -1827.21308, -666.37953, -4675.70833, -17373.83816, -330.79592